Density functional theory data (ωB97M-V/def2-TZVPD) for one molecule with the formula C4H6O2.

The geometry in XYZ format:
```
12
Properties=species:S:1:pos:R:3:mulliken_charge:R:1
O 1.280 2.303 -0.011 -0.467
C 0.157 1.853 -0.043 -0.094
C -0.077 0.511 -0.703 -0.433
C -1.001 -0.436 0.138 -0.494
C -0.496 -1.846 -0.008 -0.069
O 0.288 -2.351 0.757 -0.447
H -0.617 2.490 0.413 0.407
H -0.529 0.696 -1.678 0.331
H 0.920 0.082 -0.751 0.270
H -2.009 -0.361 -0.276 0.274
H -0.990 -0.087 1.166 0.382
H -0.839 -2.423 -0.893 0.340
```

Values from the calculation:
E   -306.4564 Eh
Relative energy (zero: lowest compared OMol25 entry of this formula, charge and spin)   1.357 eV
Net charge   0
SMILES   O=CCCC=O

=====

Density functional theory data (ωB97M-V/def2-TZVPD) for a 4-piece molecular cluster, C4H17NO4 overall.

The geometry in XYZ format:
```
26
Properties=species:S:1:pos:R:3:mulliken_charge:R:1
C 12.335 -9.395 23.363 -0.879
O 12.423 -10.615 24.117 -0.352
C 12.327 -10.367 25.526 -0.798
C 11.233 -11.199 26.171 0.724
C 11.167 -10.888 27.652 -1.516
N 11.557 -12.622 26.032 -0.663
H 13.108 -8.705 23.707 0.339
H 11.363 -8.922 23.529 0.392
H 12.437 -9.639 22.312 0.262
H 13.274 -10.660 25.988 0.272
H 12.096 -9.322 25.744 0.505
H 10.267 -11.005 25.681 0.101
H 10.348 -11.457 28.097 0.393
H 10.926 -9.841 27.843 0.384
H 12.105 -11.179 28.119 0.367
H 11.511 -12.921 25.061 0.212
H 10.866 -13.203 26.495 0.252
O 13.788 -13.194 23.675 -0.698
H 14.080 -12.972 22.787 0.293
H 13.199 -12.467 23.922 0.403
O 10.039 -11.345 22.823 -0.650
H 10.790 -11.060 23.374 0.326
H 9.294 -10.816 23.125 0.320
O 7.854 -8.667 22.138 -0.622
H 7.602 -9.461 21.656 0.324
H 7.853 -7.972 21.473 0.308
```

Values from the calculation:
E   -518.2892 Eh
Relative energy (zero: lowest compared OMol25 entry of this formula, charge and spin)   0.423 eV
Net charge   0
SMILES   COC[C@H](C)N.O.O.O

=====

Density functional theory data (ωB97M-V/def2-TZVPD) for a 13-piece molecular cluster, C31H83N5O13S8 overall.

The geometry in XYZ format:
```
140
Properties=species:S:1:pos:R:3:mulliken_charge:R:1
C 18.060 14.595 14.868 0.105
C 17.945 15.602 13.779 0.945
O 18.646 16.613 13.603 -0.740
N 16.866 15.360 12.983 0.661
C 16.574 16.226 11.890 -1.318
H 18.025 15.094 15.844 -0.576
H 18.937 14.009 14.991 0.515
H 17.161 14.032 14.910 -0.464
H 16.264 14.550 13.102 -0.210
H 17.177 15.942 11.043 0.406
H 16.661 17.283 12.064 0.380
H 15.518 16.160 11.547 0.278
C 9.924 17.362 12.666 -1.034
C 10.856 16.939 11.474 0.978
O 10.381 16.552 10.418 -0.743
N 12.108 17.167 11.723 0.556
C 12.976 17.313 10.607 -1.078
H 10.257 16.871 13.549 -0.035
H 8.872 17.190 12.477 0.339
H 10.110 18.439 12.791 0.413
H 12.421 17.723 12.518 -0.022
H 13.658 16.490 10.436 0.259
H 13.624 18.221 10.708 0.278
H 12.398 17.425 9.669 0.354
C 8.579 13.289 13.253 -0.569
C 9.158 11.843 13.292 0.428
O 10.064 11.478 14.047 -0.450
N 8.492 11.004 12.466 -0.118
C 8.846 9.586 12.382 -0.883
H 9.400 13.971 12.913 -0.145
H 8.198 13.548 14.246 0.305
H 7.741 13.404 12.499 0.377
H 7.887 11.383 11.749 0.196
H 9.548 9.406 11.554 0.236
H 7.976 8.963 12.117 0.343
H 9.241 9.292 13.323 0.301
C 16.271 11.371 16.712 -0.202
C 16.301 11.625 18.160 0.648
O 17.189 12.349 18.685 -0.782
N 15.297 11.055 18.867 -0.009
C 15.067 11.322 20.309 -0.932
H 17.259 11.264 16.390 0.530
H 15.887 12.238 16.201 -0.598
H 15.662 10.513 16.430 0.330
H 14.685 10.439 18.404 0.185
H 15.932 11.865 20.714 0.348
H 14.923 10.333 20.830 0.309
H 14.109 11.830 20.406 0.275
C 12.119 13.746 12.335 1.061
C 13.301 14.090 13.170 0.406
O 14.456 13.677 12.850 -0.589
N 13.024 14.740 14.293 1.078
C 13.946 15.127 15.320 0.831
H 11.500 14.633 12.112 -0.911
H 11.551 12.934 12.814 -0.546
H 12.388 13.413 11.337 0.125
H 12.082 14.986 14.399 -0.191
H 13.436 15.079 16.313 -0.587
H 14.288 16.157 15.194 -0.156
H 14.752 14.466 15.256 -0.436
C 10.620 13.341 16.896 -0.548
S 12.100 13.011 17.788 0.841
O 12.375 14.264 18.565 -0.709
C 11.442 11.947 19.064 -1.398
H 10.316 12.437 16.391 0.366
H 10.825 14.192 16.210 -0.394
H 9.808 13.634 17.579 0.587
H 11.038 12.433 19.880 0.452
H 12.231 11.209 19.285 0.285
H 10.634 11.388 18.606 0.429
C 9.344 10.872 7.276 -0.837
S 8.557 12.114 8.436 0.411
O 7.700 11.420 9.442 -0.628
C 10.052 12.561 9.329 -0.387
H 8.558 10.217 6.964 0.376
H 10.165 10.318 7.733 0.167
H 9.805 11.380 6.423 0.339
H 10.423 11.713 9.892 -0.026
H 9.730 13.358 9.984 0.154
H 10.895 12.942 8.728 0.422
C 12.278 17.734 17.539 -0.312
S 10.709 17.535 16.870 0.315
O 10.738 16.311 16.070 -0.491
C 9.710 17.098 18.390 -0.922
H 12.598 16.910 18.131 0.074
H 12.196 18.647 18.074 0.745
H 12.896 17.780 16.579 -0.357
H 9.789 15.991 18.475 0.074
H 8.654 17.389 18.238 0.334
H 10.068 17.473 19.305 0.445
C 16.191 18.680 14.750 0.255
S 14.798 19.418 13.915 0.322
O 13.722 18.378 14.004 -0.540
C 14.362 20.578 15.164 -1.058
H 15.852 18.176 15.668 -0.375
H 16.966 19.387 15.019 0.602
H 16.614 17.975 14.027 -0.418
H 14.125 20.028 16.040 0.155
H 13.594 21.289 14.850 0.355
H 15.245 21.159 15.325 0.480
C 14.544 9.184 10.493 -0.281
S 13.476 9.945 9.217 0.252
O 12.176 10.116 9.946 -0.494
C 14.264 11.529 9.056 -0.229
H 14.335 9.589 11.463 -0.109
H 15.616 9.315 10.234 0.213
H 14.277 8.030 10.451 0.326
H 15.295 11.384 8.636 0.410
H 14.440 11.972 9.991 -0.382
H 13.757 12.274 8.398 0.334
C 18.014 16.786 18.065 -1.340
S 16.272 16.278 18.024 1.047
O 15.449 17.535 18.237 -0.750
C 16.221 15.324 19.471 -0.952
H 18.508 15.852 17.765 0.408
H 18.334 17.143 19.035 0.413
H 18.228 17.540 17.334 0.318
H 15.137 15.087 19.670 0.226
H 16.744 15.798 20.295 0.460
H 16.635 14.365 19.216 0.234
C 17.064 11.615 12.216 -0.403
S 17.953 11.026 10.822 0.506
O 17.542 9.589 10.583 -0.729
C 19.527 10.812 11.620 -0.999
H 16.142 12.176 12.013 -0.103
H 17.734 12.163 12.893 0.293
H 16.869 10.628 12.760 0.348
H 20.132 11.732 11.657 0.353
H 20.087 10.054 11.071 0.391
H 19.293 10.392 12.621 0.270
C 12.012 9.266 14.760 -0.762
S 12.499 10.367 16.094 0.828
O 13.501 9.657 16.945 -0.914
C 13.324 11.511 14.949 0.744
H 11.280 8.510 15.155 0.405
H 12.948 8.778 14.480 0.390
H 11.596 9.917 14.007 -0.005
H 13.907 12.283 15.487 -0.976
H 12.512 12.023 14.421 -0.476
H 13.839 10.909 14.214 0.694
```

Values from the calculation:
E   -5668.1827 Eh
Relative energy (zero: lowest compared OMol25 entry of this formula, charge and spin)   0.246 eV
Net charge   0

=====

Density functional theory data (ωB97M-V/def2-TZVPD) for an isolated ion of composition C3H8NS and charge -1.

The geometry in XYZ format:
```
13
Properties=species:S:1:pos:R:3:mulliken_charge:R:1
C 1.228 0.736 -0.289 -1.396
C 0.200 -0.380 -0.185 0.482
N -0.606 -0.455 -1.394 -0.734
C -0.635 -0.214 1.128 -0.910
S -2.183 0.743 0.957 -0.674
H 0.849 1.671 0.133 0.258
H 1.538 0.936 -1.311 0.425
H 2.139 0.489 0.277 0.298
H 0.746 -1.314 -0.015 0.209
H -0.954 -1.400 -1.539 0.243
H -1.456 0.077 -1.170 0.217
H -0.838 -1.199 1.541 0.320
H -0.029 0.310 1.867 0.261
```

Values from the calculation:
E   -572.0723 Eh
Relative energy (zero: lowest compared OMol25 entry of this formula, charge and spin)   0.162 eV
Net charge   -1
SMILES   C[C@H](N)C[S-]

=====

Density functional theory data (ωB97M-V/def2-TZVPD) for H6N4O2S as an isolated structure.

The geometry in XYZ format:
```
13
Properties=species:S:1:pos:R:3:mulliken_charge:R:1
N 2.015 -0.272 0.727 -0.368
N -2.087 -0.100 -0.757 -0.470
N 1.539 0.951 0.626 -0.307
N 0.049 1.089 -0.456 -0.432
O -0.954 -0.387 1.380 -0.592
O 0.044 -1.346 -0.697 -0.648
S -0.649 -0.281 0.027 1.092
H 1.395 -0.876 1.253 0.339
H 2.163 -0.640 -0.229 0.335
H -2.043 -0.134 -1.752 0.211
H -3.018 -0.341 -0.265 0.241
H 1.176 1.317 1.590 0.311
H 0.371 1.020 -1.446 0.289
```

Values from the calculation:
E   -771.1521 Eh
Relative energy (zero: lowest compared OMol25 entry of this formula, charge and spin)   0.482 eV
Net charge   0

=====

Density functional theory data (ωB97M-V/def2-TZVPD) for one molecule with the formula C6H5BrFNO.

The geometry in XYZ format:
```
15
Properties=species:S:1:pos:R:3:mulliken_charge:R:1
O -1.297 1.373 0.950 -0.424
C -1.217 0.531 1.772 0.180
C -0.344 -0.637 1.498 -0.242
C 0.559 -0.756 0.510 -0.264
C 0.451 0.033 -0.694 -0.301
C -0.664 0.241 -1.467 -0.143
N -1.842 -0.506 -1.443 -0.374
C -2.922 -0.225 -1.964 0.513
F -3.975 -0.963 -1.795 -0.174
Br -3.471 1.387 -2.913 -0.133
H -1.775 0.341 2.798 0.215
H -0.446 -1.438 2.290 0.235
H 1.062 -1.715 0.326 0.287
H 1.334 0.550 -1.104 0.281
H -0.362 0.778 -2.407 0.344
```

Values from the calculation:
E   -3035.4010 Eh
Relative energy (zero: lowest compared OMol25 entry of this formula, charge and spin)   0.627 eV
Net charge   0
SMILES   O=C\C=C/C=C\N=C(\F)Br

=====

> The lowest relative energy (zero: lowest compared OMol25 entry of this formula, charge and spin) belongs to which entry?

C3H8NS